Computed, not measured: a gas-phase ion, C10H17N4 (charge +1) at a distorted geometry, with ωB97M-V/def2-TZVPD.

Computed properties:
Energy above the lowest of the compared OMol25 structures with the same formula, charge and spin: 46.1 kcal/mol
SMILES string: CN/C=C1/N=CCN2CCC(=[NH2+])[C@@]12C
Energy: -16596.2347 eV
Net charge: +1

Each line ends with the Mulliken charge.
CARTESIAN COORDINATES (ANGSTROEM)
C  3.014  -1.490  0.129  -1.114
N  1.826  -1.023  0.765  -0.095
C  0.673  -1.859  0.589  -0.816
C  -0.447  -1.284  0.110  0.108
N  -1.662  -1.869  0.044  -0.602
C  -2.738  -1.202  0.026  -0.367
C  -2.832  0.263  0.221  -0.533
N  -1.509  0.950  0.192  -0.192
C  -0.925  1.424  1.464  -0.698
C  0.438  1.834  1.029  -0.908
C  0.699  0.984  -0.132  -0.288
N  1.613  1.383  -0.978  -0.182
C  -0.468  0.158  -0.522  2.035
C  -0.629  -0.002  -2.115  -2.065
H  2.718  -1.507  -0.874  0.374
H  3.932  -0.913  0.153  0.322
H  3.409  -2.406  0.411  0.415
H  2.163  -0.846  1.697  0.247
H  0.566  -2.806  0.931  0.622
H  -3.579  -1.661  -0.260  0.540
H  -3.505  0.778  -0.662  0.300
H  -3.473  0.417  1.205  0.356
H  -0.852  0.642  2.377  0.215
H  -1.659  2.170  1.649  0.549
H  0.404  2.802  0.635  0.486
H  1.141  1.911  1.881  0.355
H  2.004  2.274  -0.743  0.283
H  1.628  1.048  -1.915  0.284
H  0.231  -0.778  -2.508  0.326
H  -0.658  1.027  -2.510  0.483
H  -1.522  -0.417  -2.286  0.559

=====

Computed, not measured: a molecular structure, C29H32BrN5O2Sr, with ωB97M-V/def2-TZVPD.

Computed properties:
Energy: -113007.1709 eV
Net charge: +2

Each line ends with the Mulliken charge.
CARTESIAN COORDINATES (ANGSTROEM)
Sr  -0.223  1.347  0.853  2.057
C  -1.413  -6.175  1.310  -1.603
C  -0.855  -4.780  1.314  -0.279
C  0.342  -4.455  1.882  -0.627
C  0.885  -3.138  1.848  0.855
C  2.148  -3.037  2.477  -0.491
N  3.137  -2.184  2.375  -0.037
C  3.421  -1.209  1.321  -0.053
C  3.982  -1.906  0.082  -0.427
C  4.387  -0.908  -0.996  -0.949
N  3.226  -0.218  -1.547  0.185
C  2.982  -0.057  -2.811  0.109
C  1.847  0.616  -3.319  0.176
C  1.703  0.710  -4.720  -0.584
C  0.622  1.320  -5.302  -0.069
C  0.455  1.449  -6.790  -1.567
C  -0.346  1.825  -4.421  -0.517
C  -0.262  1.767  -3.040  1.007
C  -1.413  2.310  -2.310  -0.697
N  -1.580  2.383  -1.049  0.107
C  -2.872  2.904  -0.593  -0.969
C  -3.521  1.976  0.445  -0.522
C  -3.495  0.490  0.086  -1.238
N  -2.231  -0.160  0.516  0.028
C  -2.198  -1.424  0.364  -0.768
C  -1.170  -2.387  0.795  1.082
C  -1.585  -3.703  0.778  -0.606
C  0.129  -2.045  1.307  0.206
O  0.554  -0.845  1.343  -0.744
C  0.878  1.164  -2.430  0.382
O  1.035  1.092  -1.151  -1.045
H  -0.634  -6.912  1.501  0.393
H  -1.868  -6.411  0.348  0.387
H  -2.180  -6.296  2.076  0.332
H  0.931  -5.236  2.352  0.405
H  2.368  -3.833  3.184  0.451
H  3.912  -2.369  2.996  0.337
H  4.155  -0.514  1.730  0.429
H  2.496  -0.677  1.111  -0.371
H  3.245  -2.607  -0.319  0.244
H  4.866  -2.485  0.354  0.424
H  4.896  -1.416  -1.814  0.477
H  5.075  -0.162  -0.592  0.283
H  2.506  0.204  -0.945  0.050
H  3.704  -0.478  -3.507  0.417
H  2.478  0.281  -5.348  0.362
H  1.229  0.897  -7.321  0.376
H  0.516  2.492  -7.104  0.343
H  -0.512  1.063  -7.111  0.369
H  -1.229  2.293  -4.848  0.441
H  -2.214  2.672  -2.964  0.218
H  -3.552  3.046  -1.439  0.412
H  -2.714  3.889  -0.147  0.277
H  -4.557  2.296  0.562  0.460
H  -3.068  2.107  1.435  0.145
H  -3.629  0.356  -0.991  0.474
H  -4.327  -0.011  0.582  0.629
H  -3.064  -1.917  -0.092  0.400
H  -2.566  -3.915  0.362  0.442
Br  0.014  0.753  4.270  -0.156
C  -0.776  2.482  4.205  0.373
C  -1.193  3.090  5.374  -0.626
C  -1.753  4.351  5.266  -0.218
C  -1.868  4.940  4.014  -0.761
C  -1.419  4.238  2.914  -0.414
N  -0.873  3.013  2.996  0.085
H  -1.081  2.594  6.326  0.420
H  -2.094  4.869  6.152  0.414
H  -2.296  5.924  3.892  0.425
H  -1.488  4.666  1.921  0.449

=====

Computed, not measured: a molecular structure, C3H8N2OS at a distorted geometry, with ωB97M-V/def2-TZVPD.

Computed properties:
Energy above the lowest of the compared OMol25 structures with the same formula, charge and spin: 162.5 kcal/mol
Energy: -19097.4555 eV

Each line ends with the Mulliken charge.
CARTESIAN COORDINATES (ANGSTROEM)
C  0.511  0.581  0.271  0.689
C  -0.801  -0.116  0.779  -0.666
C  1.918  0.010  0.460  -0.424
H  -1.348  1.327  -1.268  0.330
H  -1.036  3.057  -0.831  0.310
H  -0.820  -0.223  2.228  0.290
H  -1.599  0.944  0.677  0.456
H  -0.438  -2.136  -0.602  0.129
H  2.878  0.686  0.460  0.257
H  2.078  -0.559  1.378  0.229
H  2.005  -0.953  -1.515  0.330
N  -0.988  2.139  -0.229  -0.662
N  0.346  1.732  -0.253  -0.507
O  2.130  -1.157  -0.474  -0.573
S  -1.502  -1.427  -0.152  -0.188

=====

Computed, not measured: a molecular structure, C3H5ClS at a distorted geometry, with ωB97M-V/def2-TZVPD.

Computed properties:
Energy above the lowest of the compared OMol25 structures with the same formula, charge and spin: 66.0 kcal/mol
Energy: -26546.1115 eV

Each line ends with the Mulliken charge.
CARTESIAN COORDINATES (ANGSTROEM)
C  -1.321  -1.225  0.619  -0.692
C  -0.195  1.248  -0.239  -0.242
C  1.081  1.040  0.126  -0.119
H  -1.879  -0.741  1.781  0.235
H  -0.040  -1.588  0.787  0.244
H  -2.139  -2.188  0.177  0.245
H  -0.523  2.381  -0.123  0.228
H  1.687  1.695  0.698  0.336
S  -1.533  0.215  -0.577  -0.029
Cl  1.766  -0.552  0.169  -0.205

=====

Computed, not measured: CH2ClP in the gas phase at a distorted geometry, with ωB97M-V/def2-TZVPD.

Computed properties:
Energy above the lowest of the compared OMol25 structures with the same formula, charge and spin: 25.7 kcal/mol
SMILES string: [H]/P=C/Cl
Energy: -22878.7862 eV

Each line ends with the Mulliken charge.
CARTESIAN COORDINATES (ANGSTROEM)
H  -0.836  -1.635  -0.571  0.038
P  -1.331  -0.392  0.165  0.008
C  0.298  0.262  0.144  -0.236
Cl  0.758  1.908  0.553  -0.151
H  1.111  -0.143  -0.290  0.341

=====

Computed, not measured: 14 unconnected molecules or ions with the total composition C20H13Cl52N4O2P at a distorted geometry, with ωB97M-V/def2-TZVPD.

Computed properties:
Energy: -691453.8298 eV

Each line ends with the Mulliken charge.
CARTESIAN COORDINATES (ANGSTROEM)
N  -3.562  0.207  2.115  -0.541
C  -3.584  1.350  1.741  -0.419
C  -3.411  2.880  1.215  0.724
C  -4.731  3.454  0.510  -1.305
C  -5.440  2.493  -0.567  0.885
O  -4.556  1.672  -1.354  -0.531
C  -6.692  1.667  0.099  -0.443
N  -6.478  0.196  0.179  -0.660
C  -2.032  3.115  0.402  0.502
C  -2.212  3.751  -1.052  -0.181
N  -2.600  4.023  -2.173  -0.506
P  -0.925  1.533  0.287  -0.016
N  -1.680  0.305  -0.731  -0.273
O  0.475  2.039  -0.628  -0.261
H  -3.293  3.489  2.199  0.400
H  -5.508  3.620  1.362  0.484
H  -4.585  4.505  0.046  0.286
H  -5.953  3.207  -1.327  -0.230
H  -4.216  0.893  -0.861  0.299
H  -7.619  1.822  -0.585  0.128
H  -7.005  2.091  1.126  0.315
H  -6.213  -0.204  -0.740  0.267
H  -5.818  -0.077  0.920  0.255
H  -1.377  3.866  1.001  0.456
H  -2.399  -0.247  -0.211  0.306
H  -0.981  -0.422  -1.001  -0.011
H  0.120  2.052  -1.563  0.272
C  0.450  -2.717  -3.179  0.194
Cl  0.534  -1.450  -4.422  -0.035
Cl  -1.187  -3.413  -3.148  -0.101
Cl  1.630  -3.992  -3.552  -0.032
Cl  0.821  -2.009  -1.589  -0.049
C  -0.497  -3.233  -7.950  0.295
Cl  -0.785  -4.548  -9.111  -0.103
Cl  -1.464  -1.814  -8.410  -0.093
Cl  -0.965  -3.766  -6.321  -0.024
Cl  1.228  -2.802  -7.959  -0.087
C  -1.012  1.186  5.064  0.172
Cl  -1.372  2.925  5.163  -0.092
Cl  -2.402  0.253  5.667  -0.061
Cl  -0.695  0.746  3.373  0.024
Cl  0.419  0.822  6.053  -0.103
C  2.257  -6.740  -0.073  0.246
Cl  1.739  -7.404  1.492  -0.101
Cl  4.030  -6.631  -0.112  -0.063
Cl  1.700  -7.805  -1.383  -0.105
Cl  1.559  -5.121  -0.290  0.020
C  6.457  -9.254  2.159  0.235
Cl  6.104  -7.697  2.942  0.014
Cl  7.545  -8.992  0.779  -0.067
Cl  7.234  -10.342  3.330  -0.083
Cl  4.942  -9.987  1.585  -0.075
C  4.039  2.246  -0.167  0.175
Cl  3.562  3.669  -1.123  -0.106
Cl  3.220  0.805  -0.804  0.010
Cl  5.800  2.019  -0.269  -0.070
Cl  3.572  2.491  1.530  -0.086
C  -8.121  5.623  -2.130  0.304
Cl  -6.355  5.657  -2.330  -0.053
Cl  -8.710  3.960  -2.345  -0.094
Cl  -8.543  6.195  -0.501  -0.115
Cl  -8.874  6.680  -3.343  -0.064
C  5.809  -6.516  6.959  0.304
Cl  5.093  -5.433  5.744  -0.098
Cl  6.607  -7.876  6.140  -0.040
Cl  7.004  -5.620  7.921  -0.093
Cl  4.531  -7.135  8.028  -0.095
C  10.298  -7.203  3.073  0.248
Cl  10.619  -8.947  2.963  -0.076
Cl  9.843  -6.582  1.471  -0.078
Cl  8.971  -6.914  4.220  0.012
Cl  11.761  -6.366  3.636  -0.106
C  4.917  1.760  -4.398  0.265
Cl  5.397  1.305  -6.047  -0.106
Cl  5.312  3.471  -4.119  -0.060
Cl  3.167  1.516  -4.204  -0.023
Cl  5.794  0.750  -3.226  -0.065
C  -6.650  5.169  -6.489  0.306
Cl  -6.998  6.909  -6.393  -0.086
Cl  -8.054  4.250  -5.902  -0.066
Cl  -6.315  4.723  -8.176  -0.109
Cl  -5.234  4.792  -5.484  -0.047
C  7.518  6.096  -0.177  0.267
Cl  7.141  7.649  0.602  -0.104
Cl  8.600  6.374  -1.560  -0.105
Cl  8.318  5.025  0.995  -0.102
Cl  6.015  5.336  -0.743  0.041
C  -5.010  2.926  7.227  0.229
Cl  -5.386  4.660  7.326  -0.101
Cl  -6.392  1.984  7.830  -0.091
Cl  -4.687  2.486  5.535  0.013
Cl  -3.577  2.573  8.216  -0.069

=====

Computed, not measured: a molecular structure, C22H23BF2N2O2S2TeZn at a distorted geometry, with ωB97M-V/def2-TZVPD.

Computed properties:
Energy above the lowest of the compared OMol25 structures with the same formula, charge and spin: 0.0 kcal/mol
Energy: -113749.8436 eV
Net charge: -2

Each line ends with the Mulliken charge.
CARTESIAN COORDINATES (ANGSTROEM)
Zn  -0.324  1.045  -1.284  -0.447
O  3.721  0.559  -1.284  -0.803
C  2.697  1.334  -1.284  0.312
O  1.478  0.967  -1.284  -0.199
C  2.948  2.823  -1.284  -0.409
C  4.254  3.345  -1.284  -0.457
C  4.475  4.725  -1.284  -0.509
C  3.391  5.602  -1.284  -0.415
C  2.086  5.101  -1.284  -0.809
C  1.871  3.721  -1.284  0.871
S  0.264  3.106  -1.284  -0.263
H  5.090  2.652  -1.284  0.411
H  5.490  5.106  -1.284  0.344
H  3.551  6.673  -1.284  0.327
H  1.241  5.781  -1.284  0.354
C  -1.821  2.996  2.655  -0.920
N  -1.778  2.983  1.211  -0.194
C  -2.378  2.115  0.348  0.229
S  -2.138  2.364  -1.284  -0.463
N  -3.119  1.124  0.918  -0.086
C  -3.860  0.073  0.246  -0.731
H  -1.222  3.836  3.014  0.366
H  -1.412  2.057  3.037  0.175
H  -2.857  3.110  2.985  0.322
H  -1.235  3.706  0.752  0.256
H  -3.169  1.109  1.925  0.278
H  -3.779  0.120  -0.841  0.332
H  -4.910  0.165  0.537  0.420
H  -3.476  -0.887  0.600  -0.037
F  -1.298  0.261  1.459  -0.435
B  -0.324  1.045  0.737  1.153
F  0.651  1.830  1.459  -0.321
Te  0.471  -1.400  -1.284  0.472
C  1.131  -3.412  -1.290  -0.133
C  2.198  -3.801  -0.473  -0.194
C  2.631  -5.131  -0.474  -0.556
C  1.997  -6.072  -1.291  -0.384
C  0.929  -5.684  -2.107  -0.549
C  0.496  -4.354  -2.107  -0.265
C  -0.875  -1.878  0.278  0.103
C  -0.469  -1.761  1.613  -0.195
C  -1.358  -2.080  2.645  -0.808
C  -2.652  -2.517  2.343  -0.463
C  -3.058  -2.635  1.010  -0.304
C  -2.170  -2.316  -0.022  -0.763
H  2.690  -3.075  0.161  0.359
H  3.457  -5.432  0.158  0.346
H  2.332  -7.102  -1.292  0.336
H  0.438  -6.413  -2.739  0.342
H  -0.331  -4.057  -2.738  0.286
H  0.532  -1.424  1.849  0.369
H  -1.043  -1.990  3.676  0.360
H  -3.339  -2.764  3.142  0.348
H  -4.059  -2.974  0.777  0.405
H  -2.486  -2.409  -1.053  0.318
H  -1.574  0.136  -1.284  -0.081

=====

Computed, not measured: 2 unconnected molecules or ions with the total composition C8H12O2PS at a distorted geometry, with ωB97M-V/def2-TZVPD.

Computed properties:
Energy above the lowest of the compared OMol25 structures with the same formula, charge and spin: 29.9 kcal/mol
Energy: -32701.2136 eV
Net charge: +1

Each line ends with the Mulliken charge.
CARTESIAN COORDINATES (ANGSTROEM)
C  -2.792  2.500  -0.659  -0.584
C  -3.218  1.621  0.337  -0.451
C  -1.450  2.325  -1.154  -0.475
C  -2.557  0.417  0.636  -0.585
C  -0.779  1.192  -0.885  -0.544
C  -1.334  0.267  -0.065  0.767
C  1.655  -2.271  -1.296  -0.611
C  2.545  -0.358  1.804  -0.326
O  0.662  -1.274  -0.999  -0.182
O  3.248  -0.775  0.647  -0.485
P  -0.491  -1.321  0.096  0.644
S  -0.960  -2.886  1.183  -0.164
H  -3.290  3.364  -1.014  0.414
H  -4.180  1.719  0.820  0.362
H  -1.006  2.992  -1.810  0.453
H  -2.992  -0.229  1.316  0.433
H  0.122  0.920  -1.335  0.618
H  1.682  -3.076  -0.600  0.389
H  2.669  -1.745  -1.204  0.211
H  1.679  -2.324  -2.387  0.286
H  2.904  -0.873  2.661  0.261
H  1.488  -0.821  1.666  -0.088
H  2.636  0.649  1.932  0.341
H  3.757  -0.015  0.309  0.315

=====

Please write out number 7 again, unchanged.
Computed, not measured: a molecular structure, C22H23BF2N2O2S2TeZn at a distorted geometry, with ωB97M-V/def2-TZVPD.

Computed properties:
Energy above the lowest of the compared OMol25 structures with the same formula, charge and spin: 0.0 kcal/mol
Energy: -113749.8436 eV
Net charge: -2

Each line ends with the Mulliken charge.
CARTESIAN COORDINATES (ANGSTROEM)
Zn  -0.324  1.045  -1.284  -0.447
O  3.721  0.559  -1.284  -0.803
C  2.697  1.334  -1.284  0.312
O  1.478  0.967  -1.284  -0.199
C  2.948  2.823  -1.284  -0.409
C  4.254  3.345  -1.284  -0.457
C  4.475  4.725  -1.284  -0.509
C  3.391  5.602  -1.284  -0.415
C  2.086  5.101  -1.284  -0.809
C  1.871  3.721  -1.284  0.871
S  0.264  3.106  -1.284  -0.263
H  5.090  2.652  -1.284  0.411
H  5.490  5.106  -1.284  0.344
H  3.551  6.673  -1.284  0.327
H  1.241  5.781  -1.284  0.354
C  -1.821  2.996  2.655  -0.920
N  -1.778  2.983  1.211  -0.194
C  -2.378  2.115  0.348  0.229
S  -2.138  2.364  -1.284  -0.463
N  -3.119  1.124  0.918  -0.086
C  -3.860  0.073  0.246  -0.731
H  -1.222  3.836  3.014  0.366
H  -1.412  2.057  3.037  0.175
H  -2.857  3.110  2.985  0.322
H  -1.235  3.706  0.752  0.256
H  -3.169  1.109  1.925  0.278
H  -3.779  0.120  -0.841  0.332
H  -4.910  0.165  0.537  0.420
H  -3.476  -0.887  0.600  -0.037
F  -1.298  0.261  1.459  -0.435
B  -0.324  1.045  0.737  1.153
F  0.651  1.830  1.459  -0.321
Te  0.471  -1.400  -1.284  0.472
C  1.131  -3.412  -1.290  -0.133
C  2.198  -3.801  -0.473  -0.194
C  2.631  -5.131  -0.474  -0.556
C  1.997  -6.072  -1.291  -0.384
C  0.929  -5.684  -2.107  -0.549
C  0.496  -4.354  -2.107  -0.265
C  -0.875  -1.878  0.278  0.103
C  -0.469  -1.761  1.613  -0.195
C  -1.358  -2.080  2.645  -0.808
C  -2.652  -2.517  2.343  -0.463
C  -3.058  -2.635  1.010  -0.304
C  -2.170  -2.316  -0.022  -0.763
H  2.690  -3.075  0.161  0.359
H  3.457  -5.432  0.158  0.346
H  2.332  -7.102  -1.292  0.336
H  0.438  -6.413  -2.739  0.342
H  -0.331  -4.057  -2.738  0.286
H  0.532  -1.424  1.849  0.369
H  -1.043  -1.990  3.676  0.360
H  -3.339  -2.764  3.142  0.348
H  -4.059  -2.974  0.777  0.405
H  -2.486  -2.409  -1.053  0.318
H  -1.574  0.136  -1.284  -0.081

=====

What is the energy in the sixth record?
-691453.8298 eV

=====

The highest energy belongs to which entry?
C10H17N4

=====

Among the records above, which one has the lowest energy?
C20H13Cl52N4O2P